No. 1
{"formula": "C3H3O3", "method": "the ωB97M-V functional and the def2-TZVPD basis", "e_lumo_ev": [-6.098, -7.001], "e_homo_ha": [-0.3928, -0.6739], "orbital_gap_ha": [0.16870, 0.41659], "multiplicity": 3, "relative_energy_kcal_mol": 31.3, "fmax_ev_per_a": 4.65, "total_charge": 1, "energy_ev": -9287.6195, "elements": ["C", "C", "C", "O", "O", "O", "H", "H", "H"], "positions_angstrom": [[0.23, 1.76, 3.79], [0.92, 0.37, 0.89], [0.57, 0.80, -0.31], [-0.81, 1.56, 3.45], [-0.03, 0.42, -1.41], [1.51, 0.40, 1.90], [1.15, 2.04, 4.01], [0.70, 1.82, -0.18], [-0.43, 1.17, -1.77]], "mulliken_charge": [0.1546, 0.2899, 0.1418, -0.1094, -0.3184, -0.3291, 0.4834, 0.2819, 0.4053]}

---

No. 2
{"formula": "C3H10O2", "method": "the ωB97M-V functional and the def2-TZVPD basis", "e_lumo_ev": 0.671, "smiles": "CCO.CO", "e_homo_ha": -0.3582, "orbital_gap_ha": 0.38284, "multiplicity": 1, "relative_energy_kcal_mol": 15.7, "fmax_ev_per_a": 0.86, "energy_ev": -7367.3938, "elements": ["C", "O", "H", "H", "H", "H", "C", "O", "C", "H", "H", "H", "H", "H", "H"], "positions_angstrom": [[-2.93, -0.10, -0.51], [-1.87, 0.83, -0.31], [-2.99, -0.42, -1.55], [-3.90, 0.32, -0.24], [-2.70, -0.95, 0.14], [-1.99, 1.66, -0.80], [1.41, 0.00, 0.02], [0.45, -0.29, 1.04], [2.78, -0.41, 0.50], [1.38, 1.06, -0.23], [1.18, -0.59, -0.86], [-0.23, 0.40, 0.94], [3.10, 0.19, 1.37], [3.50, -0.25, -0.30], [2.82, -1.46, 0.80]], "mulliken_charge": [-0.5114, -0.4747, 0.2561, 0.2596, 0.2180, 0.2669, -0.0553, -0.5281, -1.1630, 0.2854, 0.2081, 0.3023, 0.2924, 0.3510, 0.2928]}

---

No. 3
{"formula": "C2H3IN2O", "method": "the ωB97M-V functional and the def2-TZVPD basis", "e_lumo_ev": -0.581, "smiles": "C=CN(I)N=O", "e_homo_ha": -0.3429, "orbital_gap_ha": 0.32157, "multiplicity": 1, "relative_energy_kcal_mol": 92.0, "fmax_ev_per_a": 2.82, "energy_ev": -15246.6447, "elements": ["C", "C", "N", "N", "O", "I", "H", "H", "H"], "positions_angstrom": [[-0.28, -0.45, -0.51], [-0.97, 0.25, 0.40], [-2.30, 2.17, -0.01], [-2.17, 0.82, 0.12], [-1.31, 2.74, 0.32], [-3.84, -0.27, -0.04], [0.51, -1.10, -0.21], [-0.43, -0.67, -1.52], [-0.60, 0.50, 1.39]], "mulliken_charge": [-0.6613, -0.0662, 0.1399, -0.1046, -0.4212, 0.1938, 0.2639, 0.3052, 0.3506]}

---

No. 4
{"formula": "C5H13NO2S", "method": "the ωB97M-V functional and the def2-TZVPD basis", "e_lumo_ev": 0.635, "smiles": "O=CNCCCCS.O", "e_homo_ha": -0.3362, "orbital_gap_ha": 0.35956, "multiplicity": 1, "relative_energy_kcal_mol": 18.4, "fmax_ev_per_a": 2.25, "energy_ev": -21815.7211, "elements": ["C", "N", "C", "O", "C", "C", "C", "S", "H", "H", "H", "H", "H", "H", "H", "H", "H", "H", "H", "H", "H", "O"], "positions_angstrom": [[-0.41, -0.86, 1.24], [0.31, -1.93, 0.56], [-0.30, -3.08, 0.18], [-1.47, -3.28, -0.05], [0.52, 0.21, 1.82], [1.48, 0.85, 0.81], [1.01, 2.05, -0.01], [0.94, 1.89, -1.85], [-1.12, -0.40, 0.55], [-1.01, -1.30, 2.05], [1.25, -1.73, 0.29], [0.44, -3.87, -0.12], [1.08, -0.18, 2.66], [-0.22, 0.96, 2.12], [2.37, 1.24, 1.32], [1.91, 0.07, 0.18], [-0.01, 2.30, 0.30], [1.67, 2.89, 0.15], [0.62, 0.60, -1.78], [-3.33, 1.86, -0.94], [-2.22, 0.64, -0.82], [-2.64, 1.42, -0.44]], "mulliken_charge": [0.0145, -0.0126, -0.0718, -0.5225, -0.7517, -0.7013, -0.6182, -0.2239, -0.2044, 0.4345, 0.2032, 0.3313, 0.3360, 0.3320, 0.3568, 0.3790, 0.3177, 0.3590, 0.0676, 0.2867, 0.2897, -0.6016]}

---

No. 5
{"formula": "C2H2N2OS", "method": "the ωB97M-V functional and the def2-TZVPD basis", "e_lumo_ev": -0.438, "e_homo_ha": -0.3397, "orbital_gap_ha": 0.32359, "multiplicity": 1, "relative_energy_kcal_mol": 34.8, "fmax_ev_per_a": 3.90, "energy_ev": -17967.4665, "elements": ["C", "C", "N", "N", "O", "S", "H", "H"], "positions_angstrom": [[3.33, -0.65, -0.18], [1.14, 0.95, 0.23], [3.25, -0.80, -1.31], [1.61, 1.19, -0.92], [0.36, 1.00, 1.06], [3.25, 0.06, 1.27], [1.02, 1.50, -1.74], [2.48, 0.59, -1.40]], "mulliken_charge": [0.3861, 0.6007, -0.5738, -0.4323, -0.2921, -0.3656, 0.3072, 0.3698]}

---

No. 6
{"formula": "C23H17F3N", "method": "the ωB97M-V functional and the def2-TZVPD basis", "e_lumo_ev": -6.327, "e_homo_ha": -0.4016, "orbital_gap_ha": 0.16905, "multiplicity": 1, "fmax_ev_per_a": 1.80, "total_charge": 1, "energy_ev": -33761.7428, "elements": ["F", "C", "C", "C", "F", "C", "C", "C", "C", "C", "C", "C", "C", "F", "C", "C", "H", "H", "H", "H", "H", "H", "H", "H", "C", "C", "C", "C", "N", "C", "C", "C", "C", "C", "C", "H", "H", "H", "H", "H", "H", "H", "H", "H"], "positions_angstrom": [[2.57, 4.42, 2.47], [2.46, 3.05, 2.46], [3.63, 2.29, 2.50], [3.47, 0.90, 2.49], [4.61, 0.12, 2.53], [2.24, 0.28, 2.44], [1.04, 1.07, 2.41], [-0.17, 0.35, 2.36], [-1.52, 0.79, 2.42], [-2.52, -0.24, 2.42], [-3.87, 0.07, 2.47], [-4.31, 1.41, 2.51], [-3.33, 2.40, 2.52], [-3.74, 3.72, 2.55], [-1.97, 2.14, 2.49], [1.19, 2.50, 2.41], [4.61, 2.76, 2.53], [2.17, -0.81, 2.44], [-0.05, -0.73, 2.30], [-2.20, -1.28, 2.39], [-4.61, -0.73, 2.47], [-5.36, 1.66, 2.54], [-1.27, 2.97, 2.52], [0.33, 3.15, 2.35], [-0.54, -1.02, -5.33], [-0.38, -0.88, -3.85], [-1.04, 0.16, -3.21], [-0.91, 0.32, -1.81], [-0.18, -0.47, -1.04], [0.48, -1.50, -1.62], [0.41, -1.75, -3.06], [1.13, -2.85, -3.58], [1.89, -3.66, -2.75], [1.96, -3.41, -1.36], [1.27, -2.35, -0.81], [0.01, -1.87, -5.74], [-1.61, -1.15, -5.59], [-0.20, -0.11, -5.84], [-1.65, 0.85, -3.78], [-1.44, 1.15, -1.32], [1.09, -3.05, -4.65], [2.44, -4.50, -3.18], [2.56, -4.05, -0.72], [1.30, -2.12, 0.26]], "mulliken_charge": [-0.2902, 0.2528, -0.6272, 0.2261, -0.2875, -0.8590, 1.4486, -0.1790, 1.1941, -0.7345, -0.5625, -0.4717, 0.1119, -0.2939, -0.6286, -0.7684, 0.5086, 0.4523, 0.1221, 0.4042, 0.4052, 0.4703, 0.4937, 0.5621, -1.5745, 1.2117, -0.6809, -0.3197, -0.3592, -0.0447, 1.1153, -0.7457, -0.7702, -0.5453, -0.3105, 0.3229, 0.3401, 0.3403, 0.4219, 0.4339, 0.1958, 0.3840, 0.4140, 0.2215]}

---

No. 7
{"formula": "C26H37N9O5PS2Tl", "method": "the ωB97M-V functional and the def2-TZVPD basis", "e_lumo_ev": -6.066, "e_homo_ha": -0.4963, "orbital_gap_ha": 0.27340, "multiplicity": 1, "relative_energy_kcal_mol": 9.7, "fmax_ev_per_a": 0.68, "total_charge": 2, "energy_ev": -86854.3440, "elements": ["Tl", "C", "C", "N", "N", "C", "N", "S", "C", "C", "C", "C", "C", "N", "H", "H", "H", "H", "H", "H", "H", "H", "H", "H", "O", "C", "O", "C", "C", "C", "C", "C", "N", "C", "O", "O", "H", "H", "H", "H", "C", "N", "C", "P", "O", "N", "C", "C", "N", "C", "C", "H", "H", "H", "H", "H", "H", "H", "H", "H", "H", "H", "H", "H", "H", "H", "H", "H", "H", "S", "C", "N", "C", "C", "C", "C", "H", "H", "H", "H", "H"], "positions_angstrom": [[0.18, 0.29, 0.14], [-3.93, 2.73, 0.34], [-2.92, 1.66, 0.08], [-1.85, 1.79, -0.59], [-1.49, 2.96, -1.18], [-0.38, 2.94, -1.96], [-0.11, 4.07, -2.61], [0.63, 1.59, -2.12], [-3.12, 0.25, 0.57], [-4.27, -0.14, 1.23], [-4.45, -1.50, 1.48], [-3.51, -2.40, 1.04], [-2.36, -1.91, 0.42], [-2.16, -0.61, 0.22], [-3.93, 3.49, -0.45], [-4.93, 2.33, 0.38], [-3.71, 3.22, 1.29], [-2.00, 3.81, -1.01], [-0.75, 4.85, -2.64], [0.70, 4.10, -3.21], [-5.02, 0.57, 1.52], [-5.34, -1.84, 2.00], [-3.64, -3.46, 1.16], [-1.58, -2.56, 0.06], [-0.71, -0.53, 4.92], [-0.55, -0.42, 3.60], [-1.00, 0.48, 2.94], [0.19, -1.57, 3.01], [0.48, -2.70, 3.76], [1.05, -3.79, 3.12], [1.30, -3.72, 1.77], [0.99, -2.55, 1.08], [0.46, -1.50, 1.69], [1.19, -2.43, -0.42], [2.00, -3.16, -0.95], [0.40, -1.58, -0.99], [-1.25, 0.22, 5.22], [0.24, -2.72, 4.81], [1.27, -4.69, 3.68], [1.73, -4.55, 1.21], [4.94, 0.13, -3.20], [3.81, -0.22, -2.35], [2.73, -0.89, -3.07], [3.89, -0.12, -0.72], [2.53, 0.10, -0.08], [4.89, 1.16, -0.41], [6.31, 1.07, -0.09], [4.45, 2.51, -0.75], [4.66, -1.42, -0.11], [4.53, -1.76, 1.30], [5.15, -2.52, -0.94], [4.67, 0.93, -3.89], [5.25, -0.74, -3.79], [5.80, 0.45, -2.61], [2.41, -0.25, -3.90], [1.88, -1.08, -2.43], [3.07, -1.84, -3.48], [6.61, 0.03, -0.02], [6.53, 1.55, 0.87], [6.91, 1.56, -0.86], [3.38, 2.53, -0.94], [4.97, 2.89, -1.63], [4.70, 3.20, 0.07], [4.05, -0.95, 1.85], [5.52, -1.93, 1.74], [3.94, -2.67, 1.42], [5.34, -2.19, -1.95], [4.43, -3.34, -0.96], [6.10, -2.88, -0.53], [0.51, 2.61, 1.22], [1.59, 2.49, 2.56], [2.91, 2.37, 2.32], [3.87, 2.38, 3.27], [3.52, 2.50, 4.58], [2.16, 2.59, 4.90], [1.21, 2.58, 3.90], [3.18, 2.29, 1.34], [4.89, 2.29, 2.92], [4.28, 2.52, 5.35], [1.86, 2.68, 5.93], [0.15, 2.65, 4.12]], "mulliken_charge": [2.2823, -1.7753, 0.8624, 0.2322, -0.6237, 0.4171, -0.3681, -0.2921, 0.7354, -0.8418, -0.6356, -0.9977, -0.0881, 0.0168, 0.4703, 0.4536, 0.3229, 0.2319, 0.1961, 0.2377, 0.3669, 0.4775, 0.4910, 0.5176, -0.4794, -0.1710, -0.3362, 0.2676, -0.6632, -0.9169, -0.8267, 0.8123, 0.8595, -0.0863, -0.6499, -0.9121, 0.4177, 0.6282, 0.5075, 0.6306, -1.2881, 0.9069, -0.8145, -1.5225, 0.4517, 0.9890, -1.1263, -1.4058, 0.4545, -1.0037, -0.9315, 0.3115, 0.4263, 0.3357, 0.2327, 0.0633, 0.2546, 0.2985, 0.1999, 0.4028, 0.3545, 0.3274, 0.3991, 0.2126, 0.3924, 0.2829, 0.2559, 0.2604, 0.3681, -0.3630, 0.3745, 0.1347, 0.2114, -0.9729, -0.3284, -0.7504, -0.0626, 0.4162, 0.4621, 0.4606, 0.5587]}

---

Look up the multiplicity of the fourth one.
1

---

Number 7 is which compound?
C26H37N9O5PS2Tl

---

Look up the multiplicity of the fifth one.
1